# 1
The following is a quantum chemistry calculation of C18H31O4Rh as an isolated structure, from OMol25.

Each line ends with the Mulliken charge.
Element x y z (Å)
Rh: 1.07856 0.11145 0.53952  0.36
C: 1.68054 -0.16482 -2.87078  -0.96
O: 1.17136 0.62178 -1.78545  0.26
C: 1.54869 1.99351 -1.88008  -0.55
C: 0.76788 2.76199 -0.83823  -0.39
O: 0.88119 2.18159 0.48980  -0.17
C: 1.92999 2.69697 1.34920  -0.67
C: 3.27042 2.10970 0.97694  -0.54
O: 3.09171 0.68560 0.83434  -0.23
C: 4.26657 0.01024 0.34521  -0.78
H: 1.34959 0.25974 -3.81881  0.30
H: 1.26787 -1.16559 -2.77140  0.29
H: 2.77192 -0.20191 -2.84645  0.38
H: 1.28465 2.38812 -2.86548  0.55
H: 2.63167 2.08903 -1.76070  0.23
H: -0.29404 2.73174 -1.06763  0.17
H: 1.09488 3.80085 -0.79342  0.43
H: 1.63652 2.40241 2.35563  0.33
H: 1.94485 3.78511 1.28933  0.40
H: 3.99774 2.30137 1.76826  0.55
H: 3.65815 2.51712 0.04115  0.36
H: 5.10153 0.21966 1.01201  0.32
H: 4.49939 0.34743 -0.66616  0.32
H: 4.05437 -1.05452 0.35058  0.25
C: -2.78340 2.04993 -0.15360  -1.34
C: -3.52343 0.81683 0.37515  0.12
C: -3.57280 0.81604 1.91009  -1.49
C: -2.99370 -0.49534 -0.13738  0.70
C: -3.79657 -1.32987 -0.87936  -0.96
C: -3.34891 -2.58822 -1.27825  -0.73
C: -2.09787 -3.08674 -0.87720  -0.94
C: -1.24347 -2.32053 -0.13343  0.25
C: -0.03812 -2.95988 0.51171  0.25
C: -0.31108 -3.16950 2.00982  -1.59
C: 1.29565 -2.25399 0.30506  -1.45
C: -1.64364 -0.95515 0.15042  1.25
O: -0.83681 -0.09916 0.65656  -0.81
H: -3.37688 2.93758 0.06349  0.47
H: -2.64226 2.00090 -1.23528  0.43
H: -1.82001 2.16067 0.34114  0.07
H: -4.55086 0.87276 0.01018  0.67
H: -2.56934 0.79607 2.33653  0.25
H: -4.13377 -0.03619 2.29357  0.41
H: -4.06841 1.72319 2.25450  0.42
H: -4.79449 -1.00911 -1.14753  0.48
H: -3.99966 -3.21938 -1.87036  0.45
H: -1.83207 -4.10623 -1.12564  0.49
H: 0.06435 -3.94362 0.04873  0.63
H: -0.44316 -2.21470 2.52445  0.32
H: 0.52197 -3.69756 2.47483  0.43
H: -1.21058 -3.76350 2.16026  0.41
H: 1.46290 -1.50603 1.16475  0.66
H: 1.48047 -1.93117 -0.71812  0.31
H: 2.11997 -2.91669 0.57757  0.63

Output
Relative energy (zero: lowest compared OMol25 entry of this formula, charge and spin) = 0.6 kcal/mol
E_HOMO (alpha / beta) = -14.55 / -14.58 eV
Net charge = +2

***

# 2
The following is a quantum chemistry calculation of a 3-piece molecular cluster, C18H32BN3O11 overall at a distorted geometry, from OMol25.

Each line ends with the Mulliken charge.
Element x y z (Å)
C: -3.12920 3.04486 -2.18438  -0.76
C: -1.92122 3.98704 -2.40475  -0.51
O: -0.64684 3.36635 -2.44485  -0.40
C: -0.50864 2.42721 -3.48465  -0.90
C: -0.34103 1.03790 -2.85828  -0.61
N: 1.01852 0.80979 -2.38791  0.23
C: 2.24203 1.13962 -3.24656  0.43
O: 2.57134 0.22211 -4.01644  -0.72
O: 2.75582 2.21890 -3.04680  -0.63
C: 1.27574 0.31656 -1.23882  0.45
N: 0.37350 -0.08808 -0.27727  -0.23
C: 0.91730 -1.17735 0.55574  -0.69
C: 2.43522 -1.01881 0.22754  0.49
B: 3.14301 -2.36655 -0.24740  0.62
O: 2.62287 -3.06646 -1.33071  -0.50
O: 4.24102 -2.86778 0.39864  -0.51
C: 5.30710 -3.14697 -0.54599  -0.17
C: 6.58447 -3.35019 0.25461  -1.19
N: 2.53156 0.09859 -0.73215  -0.27
H: -3.89122 3.31636 -2.89435  0.30
H: -2.90805 1.99166 -2.35319  0.29
H: -3.51017 3.14937 -1.17379  0.32
H: -2.09353 4.62620 -3.27569  0.31
H: -1.88296 4.65847 -1.54915  0.27
H: -1.37994 2.39323 -4.14188  0.40
H: 0.34866 2.64674 -4.12215  0.61
H: -0.97400 1.04999 -1.97907  0.41
H: -0.71538 0.23707 -3.49621  0.29
H: -0.08795 0.67970 0.18568  0.31
H: 0.47053 -2.10419 0.19584  0.20
H: 0.58226 -0.89535 1.55435  0.27
H: 2.89837 -0.73761 1.17790  -0.22
H: 1.80837 -3.51676 -1.09483  0.28
H: 5.09643 -4.01235 -1.16760  0.31
H: 5.44685 -2.26453 -1.17564  0.29
H: 7.47453 -3.11564 -0.32552  0.37
H: 6.60633 -2.72627 1.14502  0.27
H: 6.63124 -4.38304 0.59860  0.29
H: 3.25003 -0.11883 -1.41722  0.34
C: -7.02444 -0.39923 -0.10298  -1.44
C: -7.39952 0.97555 -0.59798  0.47
C: -8.30065 0.97988 -1.80785  -0.52
O: -7.96602 2.22856 -2.42537  -0.34
C: -6.67888 2.50561 -2.09101  0.62
O: -6.01752 3.35024 -2.59515  -0.49
O: -6.25072 1.67882 -1.10115  -0.29
H: -6.27269 -0.33040 0.68302  0.35
H: -7.89740 -0.91994 0.29036  0.38
H: -6.59062 -0.99561 -0.90699  0.35
H: -7.82420 1.56803 0.21727  0.26
H: -9.35750 0.94460 -1.55385  0.31
H: -8.07244 0.17557 -2.51157  0.31
C: 3.38063 -1.72402 6.84065  -1.47
C: 3.02064 -1.59277 5.38192  0.51
C: 4.02521 -0.82737 4.55534  -0.48
O: 3.20138 -0.30074 3.50713  -0.30
C: 1.95424 -0.15369 4.01407  0.63
O: 1.08273 0.45125 3.47842  -0.55
O: 1.83908 -0.78803 5.20540  -0.34
H: 2.55700 -2.16800 7.39917  0.36
H: 4.26599 -2.34713 6.96525  0.38
H: 3.57318 -0.74522 7.28202  0.36
H: 2.82027 -2.57789 4.95135  0.27
H: 4.81227 -1.45950 4.15078  0.31
H: 4.47704 0.01049 5.09109  0.29

Output
E_HOMO = -8.23 eV

***

# 3
The following is a quantum chemistry calculation of a 9-piece molecular cluster, C18H32BNO36S7 overall at a distorted geometry, from OMol25.

Each line ends with the Mulliken charge.
Element x y z (Å)
N: 3.85655 0.64501 -7.26143  -0.50
H: 2.90813 0.30055 -7.21746  0.38
H: 3.96388 1.18365 -8.10905  0.38
H: 4.58689 -0.05239 -7.24295  0.38
H: 3.95159 1.36422 -6.55871  0.37
O: -1.13266 4.12917 1.32496  -0.65
C: -0.84235 2.90909 1.17999  0.60
O: -1.38106 2.15789 0.22256  -0.45
B: -0.61846 0.92060 0.12229  0.95
O: 0.23305 0.85202 1.26943  -0.37
C: 0.36852 2.04851 1.84366  0.54
O: 1.09636 2.51732 2.72451  -0.61
O: -1.43087 -0.25681 0.01621  -0.42
C: -1.47146 -0.68497 -1.27089  0.58
O: -2.19034 -1.54800 -1.73774  -0.61
C: -0.27669 0.00129 -1.96108  0.61
O: 0.19648 0.85844 -1.12508  -0.47
O: 0.04385 -0.20661 -3.11340  -0.70
C: 6.56529 -0.26904 1.26982  -0.21
C: 7.32179 0.10513 -0.02289  -0.29
O: 7.48284 -1.11948 -0.69081  -0.34
S: 6.22696 -2.16557 -0.39480  1.09
O: 6.69675 -3.42144 0.14577  -0.50
O: 5.31992 -2.16611 -1.54565  -0.53
O: 5.67863 -1.24465 0.84781  -0.28
H: 6.03021 0.55797 1.73657  0.30
H: 7.17498 -0.72926 2.04735  0.27
H: 8.32579 0.50899 0.10740  0.25
H: 6.87786 0.63936 -0.86290  0.24
C: 1.98469 -4.33564 4.99698  -0.15
C: 2.27121 -5.50082 4.06338  -0.29
O: 3.01082 -6.43607 4.92147  -0.36
S: 4.00191 -5.61327 5.97481  1.09
O: 5.11981 -5.02666 5.23585  -0.52
O: 4.27572 -6.41655 7.10879  -0.50
O: 2.78706 -4.42793 6.13720  -0.33
H: 0.93914 -4.20272 5.27492  0.31
H: 2.19454 -3.46278 4.37877  0.22
H: 2.95707 -5.16816 3.28425  0.23
H: 1.47412 -6.06900 3.58387  0.30
C: 3.02448 8.69595 -2.48705  -0.31
C: 2.31222 7.82880 -1.44847  -0.21
O: 3.22534 6.93023 -1.04389  -0.30
S: 4.30189 6.56384 -2.30224  1.07
O: 3.90284 5.42171 -3.11023  -0.52
O: 5.72900 6.66347 -1.88512  -0.54
O: 4.06219 7.94440 -3.09052  -0.29
H: 3.52364 9.52843 -1.99115  0.24
H: 2.42131 9.11636 -3.29175  0.29
H: 1.36282 7.41607 -1.78962  0.30
H: 2.15139 8.45926 -0.57397  0.26
C: -1.68460 3.91098 9.24936  -0.29
C: -1.06472 5.32413 8.77081  -0.33
O: -2.11157 6.23492 9.21030  -0.31
S: -3.61973 5.61792 9.04299  1.07
O: -4.12388 5.99085 7.67548  -0.53
O: -4.40941 5.81536 10.24638  -0.50
O: -3.09315 3.99076 8.99446  -0.30
H: -1.42735 3.70409 10.28817  0.30
H: -1.15122 3.20255 8.61554  0.32
H: -0.96630 5.37114 7.68628  0.28
H: -0.13372 5.64389 9.23889  0.29
C: -1.39106 -7.09221 -6.07295  -0.25
C: 0.00101 -6.91743 -5.58278  -0.25
O: 0.38442 -8.34035 -5.66612  -0.35
S: -0.21539 -9.14612 -6.96361  1.10
O: -0.85540 -10.35184 -6.55388  -0.50
O: 0.73656 -9.22669 -8.07567  -0.52
O: -1.34895 -8.01125 -7.09522  -0.31
H: -1.93716 -6.18676 -6.33761  0.33
H: -1.91811 -7.56375 -5.24353  0.27
H: 0.24052 -6.58649 -4.57223  0.26
H: 0.75454 -6.37420 -6.15305  0.22
C: -5.16292 0.31290 4.50238  -0.27
C: -6.43220 0.36603 5.37649  -0.39
O: -6.24026 -0.19615 6.67239  -0.29
S: -5.03106 -1.33935 6.52897  1.05
O: -5.49363 -2.74997 6.52158  -0.52
O: -3.85436 -0.96784 7.31862  -0.51
O: -4.70251 -0.95116 4.93886  -0.32
H: -4.45506 1.10349 4.75135  0.27
H: -5.37143 0.33799 3.43279  0.31
H: -7.23055 -0.21826 4.91895  0.32
H: -6.72885 1.41483 5.36531  0.34
C: -4.65033 0.03169 -7.58491  -0.29
C: -5.38184 0.66696 -8.78307  -0.35
O: -6.48198 -0.07545 -9.08951  -0.30
S: -6.94203 -1.11590 -7.87992  1.07
O: -6.59375 -2.51634 -8.24698  -0.52
O: -8.25985 -0.87398 -7.29023  -0.49
O: -5.73996 -0.54064 -6.89813  -0.31
H: -4.22374 0.84250 -6.99441  0.29
H: -3.97030 -0.78238 -7.83578  0.29
H: -4.62785 0.80845 -9.55740  0.31
H: -5.68654 1.68927 -8.55913  0.32

Output
Relative energy (zero: lowest compared OMol25 entry of this formula, charge and spin) = 188.2 kcal/mol
E_HOMO = -9.07 eV